107
Properties=species:S:1:pos:R:3 method="wB97M-V/def2-TZVPD" homo_energy_ev="-12.68 / -12.67" e_lumo_ev="-7.2 / -7.2" total_charge=+2
Ge -1.266 0.754 3.128
V 0.164 -0.251 -0.127
Cl -1.295 -8.966 3.360
Cl 9.001 0.122 2.194
Cl -8.964 1.493 -0.022
Cl 1.906 3.176 -8.785
P 0.628 3.284 0.077
O 0.480 1.777 0.001
N -1.414 -1.435 0.177
N 1.716 -0.012 -1.344
N -0.999 0.416 -1.647
N 1.242 -1.862 0.400
C 3.128 0.977 -2.862
C 6.471 0.909 1.715
C -3.165 0.137 -0.588
C -1.455 -5.036 2.773
C -1.507 -2.738 0.651
C 0.147 0.032 1.928
C -2.201 2.374 2.562
C 2.960 -2.691 1.709
C -2.313 0.781 -1.482
C 0.855 -3.021 1.029
C -6.477 1.079 0.926
C 5.728 -1.565 0.685
C -0.185 1.160 4.707
C 2.997 0.016 -0.854
C -3.626 -2.060 0.438
C 2.566 -1.672 0.795
C -6.788 0.799 -1.451
C 1.776 3.860 -1.170
C -5.138 0.763 0.779
C 1.515 0.750 -5.655
C 1.799 1.233 -6.921
C 0.691 1.018 -3.335
C 0.724 2.919 -4.995
C -0.274 -7.240 1.561
C -0.601 1.006 -2.829
C 7.390 -0.129 1.642
C 4.792 -0.536 0.755
C -1.055 -7.394 2.698
C -0.673 -4.862 1.633
C 1.017 3.415 -6.254
C -2.730 -1.015 0.055
C -0.933 4.119 -0.198
C -1.643 -6.296 3.312
C -0.441 -3.517 1.057
C 0.967 1.584 -4.681
C 3.875 0.656 -1.775
C -0.079 -5.974 1.037
C -4.599 0.494 -0.480
C -7.296 1.103 -0.195
C -5.444 0.500 -1.590
C -2.532 -0.656 3.572
C 7.026 -1.364 1.123
C -2.726 1.659 -2.529
C 5.180 0.703 1.261
C 1.926 -3.560 1.803
C 1.316 3.775 1.659
C -2.872 -3.136 0.752
C 3.405 -0.708 0.266
C 1.780 0.606 -2.573
C -1.694 1.730 -3.403
C 1.549 2.566 -7.214
H -4.700 -1.989 0.400
H -0.833 1.526 5.504
H 3.453 1.444 -3.776
H -3.158 -0.960 2.737
H -5.064 0.228 -2.566
H 3.920 -2.751 2.194
H -7.447 0.788 -2.308
H 2.213 0.583 -7.679
H -1.160 4.112 -1.264
H 0.837 4.453 -6.495
H -1.998 -1.530 3.947
H 0.529 -5.851 0.149
H 1.710 -0.291 -5.425
H 6.772 1.864 2.123
H 2.719 3.321 -1.074
H -2.770 2.718 3.429
H 1.873 -4.471 2.375
H 1.363 3.671 -2.161
H -2.239 -6.434 4.203
H 0.564 1.925 4.501
H 0.385 -0.916 2.412
H 1.287 4.859 1.772
H 7.759 -2.156 1.058
H 4.459 1.511 1.314
H 0.326 0.267 5.066
H -1.732 3.602 0.335
H -1.671 2.232 -4.354
H -2.905 2.206 1.746
H -3.181 -0.294 4.371
H -0.881 5.151 0.151
H 5.453 -2.522 0.260
H 0.309 3.590 -4.252
H -1.531 3.183 2.279
H 1.959 4.930 -1.057
H 4.935 0.786 -1.631
H 0.172 -8.107 1.094
H 2.354 3.444 1.708
H -3.206 -4.123 1.021
H -6.891 1.301 1.899
H -1.907 -4.178 3.256
H -4.504 0.721 1.657
H -3.698 2.114 -2.618
H 0.764 3.315 2.476
H 1.028 0.680 1.959



107
Properties=species:S:1:pos:R:3 method="wB97M-V/def2-TZVPD" homo_energy_ev=-5.22 e_lumo_ev=2.1 total_charge=-1
Ti -0.671 -0.005 0.171
S 0.675 3.555 0.430
S -3.043 0.893 -2.451
O 0.346 2.103 0.320
O -1.980 0.873 -0.099
O 0.023 -0.208 -1.633
O -0.756 -0.097 2.151
N -1.754 -1.906 0.064
N 1.617 -0.773 0.691
N -5.254 0.779 0.757
N -4.083 -1.398 0.627
C -1.977 0.777 -6.347
C -0.438 0.195 4.478
C -0.881 4.539 0.334
C 2.051 0.008 -2.845
C 0.501 3.443 4.464
C -1.770 -2.760 -4.250
C 3.976 1.817 -3.784
C 0.151 3.362 3.128
C 2.304 -1.445 -0.245
C 3.653 -0.360 1.860
C 0.563 -4.648 3.675
C -3.137 0.974 -4.232
C 0.803 -1.871 -4.747
C 1.631 -3.820 3.987
C 2.611 4.443 3.858
C -2.280 1.222 5.652
C 3.296 -0.435 -3.285
C 0.957 -0.937 -2.328
C 4.371 -1.009 0.875
C 1.512 -2.444 3.833
C 1.729 3.988 4.825
C -4.365 1.024 -6.314
C -1.956 0.830 -4.960
C -1.544 1.236 6.830
C -3.371 2.640 -2.036
C 2.740 2.270 -3.346
C -4.343 1.064 -4.927
C 2.272 4.351 2.512
C 0.288 0.196 5.667
C -4.649 -0.206 0.674
C -2.864 -1.594 0.315
C 1.478 0.347 2.862
C -1.203 -2.973 -5.500
C -1.057 -2.106 -3.259
C 1.542 -2.029 -1.393
C -2.102 3.754 -0.125
C 2.269 -0.277 1.750
C -1.729 0.709 4.483
C 0.334 -1.877 3.358
C 0.239 -1.649 -3.495
C -0.254 0.718 6.832
C 1.790 1.374 -2.875
C 3.687 -1.580 -0.179
C -0.738 -2.715 3.068
C 4.253 0.457 -3.749
C 1.042 3.822 2.163
C -0.624 -4.088 3.220
C 0.086 -2.527 -5.743
C 0.139 -0.362 3.162
C -3.182 0.873 -7.028
C -2.142 3.470 -1.626
H 5.214 0.088 -4.086
H -1.766 -3.470 -6.280
H 3.531 -1.493 -3.264
H 2.005 4.036 5.871
H -1.048 4.966 1.321
H -3.842 3.064 -2.921
H 0.829 1.713 -2.511
H -0.170 3.054 5.219
H -2.288 0.698 3.556
H -1.971 1.642 7.739
H -0.778 2.886 2.831
H -2.781 -3.091 -4.047
H 3.570 4.857 4.144
H -1.231 2.957 -1.948
H 2.180 -2.725 -1.941
H 1.210 1.363 2.579
H -3.204 0.821 -8.110
H -4.107 2.642 -1.230
H 2.562 -4.242 4.346
H 4.721 2.517 -4.144
H 1.794 -1.504 -4.976
H -2.187 2.817 0.422
H 2.961 4.675 1.742
H -1.023 0.738 -4.416
H 0.657 -5.722 3.779
H -3.291 1.610 5.639
H 4.143 0.062 2.729
H 0.327 0.713 7.747
H -2.176 4.433 -2.151
H -0.646 5.357 -0.352
H -5.310 1.094 -6.839
H -1.653 -2.276 2.697
H 2.361 -1.817 4.078
H 0.675 -2.578 -1.016
H -1.049 0.648 -6.891
H 5.450 -1.082 0.936
H 2.119 0.414 3.742
H 4.206 -2.128 -0.953
H 1.286 -0.226 5.692
H -1.465 -4.723 2.972
H -2.972 4.366 0.137
H -1.505 -1.923 -2.291
H 2.512 3.329 -3.368
H 0.540 -2.679 -6.716
H -5.266 1.160 -4.367